C5H15BrN3O2 | ωB97M-V with the def2-TZVPD basis set

Properties
HOMO-LUMO gap, eV: 7.83
Molecular weight, g mol⁻¹: 229.1
Electronic energy, a.u.: -3088.166162
ΔE to the lowest compared entry with this formula, charge and spin, eV: 5.147
Net charge: -1

Each line ends with the Löwdin charge.
Positions of all 26 atoms, in Å:
Br: 0.997 -5.665 27.367  0.550
C: -1.208 -7.402 25.943  -0.816
O: -2.179 -7.808 25.381  0.016
N: -1.148 -6.177 26.327  0.011
N: -0.113 -8.118 26.283  0.091
H: -0.356 -5.725 26.761  -0.376
H: -2.059 -5.750 26.238  0.115
H: -0.168 -9.123 26.369  0.124
H: 0.675 -7.671 26.730  -0.023
C: 1.154 -7.223 30.700  -0.092
C: 0.362 -8.099 29.763  -0.387
C: -1.154 -7.570 29.584  -0.201
O: -2.002 -8.404 28.831  -0.185
C: -3.086 -7.695 28.261  -0.116
N: 0.932 -8.053 28.413  -0.098
H: 1.271 -6.237 30.252  0.049
H: 2.137 -7.606 30.978  0.068
H: 0.667 -7.270 31.673  0.066
H: 0.390 -9.129 30.120  0.118
H: -1.094 -6.532 29.258  0.098
H: -1.760 -7.438 30.481  0.104
H: -3.559 -7.023 28.977  0.082
H: -3.804 -8.372 27.797  0.092
H: -2.684 -7.105 27.437  0.037
H: 1.058 -7.084 28.157  -0.301
H: 0.251 -8.404 27.754  -0.026